(1)
Density functional theory data (ωB97M-V/def2-TZVPD) for a gas-phase ion, C4H4O5S (charge -2) in a non-equilibrium geometry.

Last column: Löwdin charge in e.
Atoms and positions in Å:
C -0.88 -0.55 -1.12  -0.342
C -1.21 0.66 -0.58  -0.257
C 1.72 1.59 0.06  -0.820
C -0.23 -1.80 -0.41  -0.160
O 2.88 1.23 0.10  -0.045
O -1.00 -0.30 1.95  -0.427
O 1.17 2.39 -0.69  -0.035
O -1.24 2.07 1.62  -0.398
O 0.95 0.95 1.14  -0.205
S -0.64 0.86 1.09  0.524
H -1.06 -0.63 -2.23  0.040
H -0.13 -1.63 0.74  0.062
H 0.63 -2.10 -0.89  -0.017
H -0.96 -2.73 -0.77  0.080

The LUMO energy is 6.385 eV. Its max |F| is 4.0 eV/Å. The SMILES is CC=C=[S@](=O)([O-])OC(=O)[O-]. As for the electronic energy: -929.11606 Ha. Its total charge is -2. As for the gap between HOMO and LUMO: 0.2210 hartree. The energy relative to the best compared isomer or geometry (same formula, charge and spin) comes out at 51.90 kcal/mol.

---

(2)
Density functional theory data (ωB97M-V/def2-TZVPD) for 13 unconnected molecules or ions with the total composition H25O13 in a non-equilibrium geometry.

Last column: Löwdin charge in e.
Atoms and positions in Å:
O -1.16 -3.39 -1.96  -0.088
H -0.19 0.21 -3.66  0.037
H -2.49 1.59 2.27  0.016
O 1.21 1.09 -1.72  -0.097
H 0.43 1.55 -1.32  0.000
H -1.94 2.31 -1.79  0.049
O -2.22 0.68 2.45  -0.128
H -1.92 0.43 1.51  -0.024
O -1.16 -2.45 2.39  -0.045
H -1.75 -2.02 3.01  0.034
H -0.83 -1.95 1.64  -0.008
O 0.91 3.49 -0.08  -0.024
H -0.86 -2.49 -2.04  -0.011
H 0.94 4.30 -0.59  0.046
O 0.30 -4.08 -0.10  -0.076
H -0.41 -3.82 0.51  0.033
H 0.56 -3.21 -0.44  0.013
O -1.35 1.56 -1.74  -0.142
H -0.50 -0.65 -0.02  -0.009
H 0.53 1.69 2.89  0.008
O -0.69 -0.49 -3.22  -0.075
H 0.61 2.82 -0.71  -0.007
H 1.61 -0.78 1.56  -0.005
O 1.29 2.28 2.88  -0.060
H 0.77 0.25 -1.94  0.016
H -2.48 -0.73 0.19  0.039
O 3.87 1.75 -0.41  -0.072
H 2.95 1.91 -0.17  -0.007
H 3.70 1.55 -1.34  0.020
O 1.62 -0.88 2.52  -0.063
H 0.72 -0.77 2.82  0.006
H 1.34 2.53 1.95  -0.007
O -1.74 -0.14 0.04  -0.274
H 1.10 -0.31 -0.06  0.005
H -1.24 0.07 -2.64  0.006
O 0.52 -1.07 -0.06  -0.166
H -1.70 1.06 -0.85  0.054
H -0.35 -3.89 -1.75  0.005

The LUMO energy is 2.339 eV. Its max |F| is 2.0 eV/Å. As for the electronic energy: -993.17237 Ha. Its total charge is -1. As for the gap between HOMO and LUMO: 0.3478 hartree. The energy relative to the best compared isomer or geometry (same formula, charge and spin) comes out at 41.02 kcal/mol.

---

(3)
Density functional theory data (ωB97M-V/def2-TZVPD) for 2 unconnected molecules or ions with the total composition C37H36F2NSi in a non-equilibrium geometry.

Last column: Löwdin charge in e.
Atoms and positions in Å:
C -5.27 4.97 -3.08  -0.004
C -4.62 3.64 -3.11  -0.161
C -5.29 2.58 -3.72  -0.189
F -6.51 2.79 -4.28  0.100
C -4.73 1.33 -3.76  0.090
C -3.47 1.06 -3.20  -0.171
C -2.82 -0.19 -3.19  0.147
C -3.17 -1.47 -3.71  -0.170
C -4.35 -1.77 -4.42  0.090
C -4.63 -3.04 -4.86  -0.189
F -5.79 -3.29 -5.51  0.101
C -3.73 -4.08 -4.63  -0.161
C -4.07 -5.43 -5.12  -0.004
C -2.54 -3.80 -3.95  0.011
C -2.27 -2.53 -3.50  0.022
C -2.81 2.15 -2.59  0.022
C -3.37 3.40 -2.55  0.011
H -4.66 5.71 -2.56  0.093
H -5.45 5.34 -4.09  0.107
H -6.24 4.91 -2.58  0.106
H -5.33 0.58 -4.21  0.105
H -1.87 -0.19 -2.68  0.121
H -5.07 -1.02 -4.68  0.105
H -3.29 -6.16 -4.88  0.093
H -5.00 -5.78 -4.67  0.107
H -4.21 -5.43 -6.20  0.107
H -1.84 -4.60 -3.78  0.130
H -1.35 -2.34 -2.98  0.113
H -1.84 1.99 -2.15  0.127
H -2.85 4.22 -2.07  0.130
C 2.71 -1.11 -1.83  -0.093
C 3.88 -0.82 -1.17  -0.073
C 3.84 -0.40 0.15  -0.075
C 2.64 -0.29 0.81  -0.245
Si 2.55 0.29 2.57  0.741
C 4.27 0.59 3.21  -0.250
C 4.63 1.85 3.64  -0.080
C 5.90 2.07 4.13  -0.074
C 6.81 1.03 4.19  -0.083
C 6.45 -0.22 3.75  -0.075
C 5.18 -0.44 3.26  -0.111
C 1.59 1.87 2.63  -0.263
C 1.61 2.74 1.56  -0.091
C 0.92 3.93 1.62  -0.086
C 0.21 4.26 2.75  -0.091
C 0.19 3.39 3.83  -0.079
C 0.88 2.20 3.76  -0.093
C 1.69 -0.99 3.67  -0.363
C 2.39 -2.35 3.68  -0.190
C 1.25 -3.38 3.76  -0.164
C 0.03 -2.68 3.14  -0.207
N 0.30 -1.22 3.18  -0.064
C 1.47 -0.58 0.14  -0.098
C 1.50 -0.98 -1.18  -0.096
H 2.73 -1.43 -2.86  0.100
H 4.83 -0.92 -1.68  0.106
H 4.76 -0.16 0.67  0.097
H 3.91 2.65 3.59  0.097
H 6.18 3.06 4.47  0.104
H 7.80 1.20 4.57  0.104
H 7.16 -1.03 3.78  0.105
H 4.90 -1.41 2.89  0.093
H 2.18 2.47 0.68  0.104
H 0.94 4.61 0.78  0.098
H -0.33 5.19 2.80  0.101
H -0.37 3.65 4.72  0.104
H 0.88 1.52 4.60  0.095
H 1.66 -0.58 4.69  0.108
H 2.94 -2.46 2.74  0.092
H 3.11 -2.44 4.50  0.118
H 1.49 -4.32 3.25  0.108
H 1.04 -3.65 4.81  0.108
H -0.10 -2.97 2.09  0.094
H -0.91 -2.92 3.66  0.108
H -0.38 -0.70 3.74  0.107
H 0.53 -0.48 0.67  0.092
H 0.58 -1.20 -1.70  0.070

The LUMO energy is -5.876 eV. Its max |F| is 1.0 eV/Å. As for the electronic energy: -1975.25981 Ha. Its total charge is +1. As for the gap between HOMO and LUMO: 0.1468 hartree. The energy relative to the best compared isomer or geometry (same formula, charge and spin) comes out at 0.00 kcal/mol.

---

(4)
Density functional theory data (ωB97M-V/def2-TZVPD) for 2 unconnected molecules or ions with the total composition C7H15N2S in a non-equilibrium geometry.

Last column: Löwdin charge in e.
Atoms and positions in Å:
C -1.77 1.44 -1.26  -0.116
C -2.43 1.74 -0.15  0.073
C -0.49 -1.09 1.00  -0.184
C 1.79 0.93 -2.23  -0.217
C 2.25 1.38 -0.84  -0.289
C -0.29 1.32 -1.31  -0.546
C -0.21 -2.71 2.85  -0.127
N -0.19 -2.49 1.36  -0.181
N 0.40 1.05 -2.36  0.028
S 0.64 1.94 -0.02  1.066
H -1.62 -1.05 1.13  0.092
H -2.47 1.12 -1.99  0.115
H -1.99 1.83 0.82  0.065
H -3.44 2.13 -0.08  0.096
H -0.11 -0.71 -0.01  0.059
H -0.32 -0.35 1.84  0.068
H 2.26 1.45 -3.05  0.125
H 2.14 -0.18 -2.44  0.182
H 2.67 0.61 -0.15  0.093
H 2.91 2.27 -0.83  0.093
H -0.19 -3.77 3.07  0.079
H 0.73 -2.36 3.33  0.079
H -0.95 -2.16 3.33  0.046
H -0.02 0.59 -3.17  0.197
H 0.72 -2.93 1.15  0.101

The LUMO energy is -4.817 eV. Its max |F| is 4.7 eV/Å. As for the electronic energy: -783.07428 Ha. Its total charge is +1. As for the gap between HOMO and LUMO: 0.2395 hartree. The energy relative to the best compared isomer or geometry (same formula, charge and spin) comes out at 80.76 kcal/mol.